# 1
Here is C5H6O2 in the gas phase from the OMol25 dataset. Energies are from wB97M-V/def2-TZVPD.

Each line ends with the Löwdin charge.
Geometry (Å):
O1 -2.24049 -0.21857 0.45091  -0.054
C1 -0.97409 -0.81117 0.33357  -0.232
C2 -0.01981 0.02856 -0.54149  -0.274
C3 -0.02183 1.50010 -0.14168  -0.197
O2 -0.48576 1.91383 0.89443  0.068
C4 1.36529 -0.44091 -0.41885  -0.110
C5 2.49776 -0.80312 -0.22710  0.140
H1 -2.11599 0.56448 1.00710  0.076
H2 -0.50422 -0.98353 1.31130  0.130
H3 -1.11708 -1.78372 -0.14552  0.129
H4 -0.33399 -0.02337 -1.59336  0.155
H5 0.44970 2.18793 -0.87018  0.135
H6 3.50050 -1.13049 -0.05912  0.033

As for the SMILES: C#C[C@H](C=O)CO. The spin multiplicity is 1.

# 2
Here is C5H8N2 in the gas phase from the OMol25 dataset. Energies are from wB97M-V/def2-TZVPD.

Each line ends with the Löwdin charge.
Geometry (Å):
N1 -1.01632 -0.24229 -1.81144  0.057
C1 -0.71845 0.46442 -0.58865  -0.319
C2 -0.70986 -0.19912 0.79976  -0.329
N2 -1.59573 -0.89255 1.37369  0.147
C3 0.72346 0.90066 -0.32411  -0.170
C4 1.58541 -0.25858 0.05275  -0.074
C5 0.66460 0.33089 1.09355  -0.144
H1 -1.99637 -0.51017 -1.81448  0.075
H2 -0.48338 -1.10653 -1.85032  0.070
H3 -1.37976 1.33773 -0.51865  0.151
H4 1.14906 1.85213 -0.62555  0.135
H5 1.39506 -1.26606 -0.31516  0.108
H6 2.63945 -0.03301 0.19076  0.107
H7 1.03183 0.76109 2.01977  0.134
H8 -1.28899 -1.13861 2.31808  0.053

As for the SMILES: [H]/N=C1\[C@H]2C[C@H]2[C@H]1N. The spin multiplicity is 1.

# 3
Here is a molecular structure, C4H11N3O from the OMol25 dataset. Energies are from wB97M-V/def2-TZVPD.

Each line ends with the Löwdin charge.
Geometry (Å):
C1 -1.92557 0.62179 0.49208  -0.024
C2 -0.68747 0.61174 -0.35019  -0.448
N1 1.22498 1.96552 0.41600  0.118
O1 0.55371 0.64546 0.48625  -0.251
N2 -0.51483 1.12699 -1.50593  0.167
H1 2.19176 1.70629 0.60853  0.082
H2 1.17014 2.18765 -0.58408  0.066
H3 -1.39435 1.33476 -1.97060  0.078
H4 -2.71684 0.11138 -0.06014  0.086
H5 -1.79306 0.08700 1.43046  0.089
H6 -2.23595 1.65620 0.65898  0.095
C3 -0.23659 -1.79165 -0.12321  -0.046
C4 1.47089 -0.74958 -0.10714  -0.304
N3 2.43548 -1.22116 0.55064  0.061
H7 2.23747 -1.37410 1.53768  0.051
H8 1.53415 -0.49183 -1.16230  0.103
H9 0.16258 -2.47305 -0.87342  0.031
H10 -0.16959 -2.22998 0.87392  0.029
H11 -1.30691 -1.72342 -0.31754  0.017

The spin multiplicity is 1.

Computed electronic energy, in the same sequence as the records: -344.513474; -304.762128; -398.282444 hartree.
Computed max |F|, in the same sequence as the records: 0.0109; 0.0086; 0.0616 hartree/bohr.